C26H35FN3S4Y as an isolated structure, computed with wB97M-V/def2-TZVPD.

The geometry in XYZ format:
```
70
Properties=species:S:1:pos:R:3:forces:R:3:mulliken_charge:R:1
Y 0.1973 -0.3682 -0.0679 0.47 -0.06 0.15 0.09
C 1.5234 -2.5676 3.3665 0.02 -0.08 -0.09 -0.88
C 1.1725 -1.3154 4.1563 -0.08 0.07 0.08 -1.12
S 0.1346 -0.1468 3.2339 -0.12 0.12 -0.11 0.40
C 0.9044 1.4333 3.6902 -0.05 -0.07 0.07 -0.88
C 0.5694 2.5203 2.6804 0.05 -0.02 -0.08 -0.97
S 1.1514 2.2338 0.9891 -0.09 0.08 0.02 0.34
C 2.9492 2.2456 1.2007 -0.11 0.08 0.12 -0.76
C 3.5945 1.6803 -0.0483 0.08 -0.14 -0.13 -0.60
S 3.2950 -0.0778 -0.3749 -0.03 0.04 -0.03 0.17
C 4.3586 -0.8399 0.8929 -0.02 0.04 -0.12 -1.16
C 3.6109 -1.2282 2.1542 -0.10 -0.08 0.11 0.37
S 2.2094 -2.2894 1.7207 0.05 -0.05 -0.04 0.03
H 0.6398 -3.1829 3.2005 0.01 -0.01 0.00 0.44
H 2.2323 -3.1628 3.9453 -0.02 -0.01 0.02 0.57
H 2.0723 -0.7828 4.4633 0.01 -0.01 -0.01 0.50
H 0.6453 -1.6107 5.0638 0.03 0.00 0.01 0.57
H 1.9826 1.2836 3.7590 0.01 0.02 0.00 0.34
H 0.5477 1.7389 4.6748 0.02 0.02 0.00 0.48
H 0.9642 3.4767 3.0261 -0.02 0.00 0.02 0.52
H -0.5115 2.6309 2.5721 -0.01 0.01 0.03 0.34
H 3.2284 1.6757 2.0859 0.03 0.00 -0.01 0.25
H 3.2690 3.2800 1.3430 0.01 -0.01 0.01 0.49
H 4.6752 1.8273 -0.0174 -0.01 0.05 0.01 0.58
H 3.2123 2.1898 -0.9312 0.03 0.01 0.00 0.01
H 5.1764 -0.1546 1.1208 0.02 -0.03 0.03 0.44
H 4.7902 -1.7272 0.4286 0.01 0.00 0.00 0.45
H 3.2306 -0.3394 2.6588 0.03 0.01 0.01 -0.58
H 4.2640 -1.7728 2.8405 0.03 0.04 0.00 0.50
N -2.8584 1.0627 1.0156 -0.13 -0.07 -0.09 -0.27
C -3.7317 2.0275 0.6781 0.06 0.03 0.02 -0.41
C -3.1767 2.7359 -0.3632 0.00 -0.06 -0.08 -1.03
C -1.9666 2.0805 -0.6365 -0.02 0.19 0.13 -0.37
N -1.7824 1.0718 0.2094 0.03 -0.07 -0.12 0.86
H -3.0499 0.2274 1.5615 0.04 0.02 0.01 0.08
H -4.6754 2.1321 1.1858 0.01 -0.03 0.02 0.51
H -3.5961 3.5831 -0.8753 -0.01 -0.01 -0.01 0.43
H -1.2205 2.2707 -1.3934 0.01 -0.02 0.00 0.44
C 2.1532 2.2311 -3.2755 -0.04 -0.06 -0.03 -0.84
C 1.2430 1.3023 -4.0258 0.01 0.00 0.08 1.15
C 1.1637 1.3851 -5.4067 -0.03 -0.03 -0.08 -0.78
C 0.3532 0.5314 -6.1445 0.04 0.04 0.05 -0.80
C -0.3961 -0.4139 -5.4590 -0.02 -0.01 0.01 -0.82
C -0.3470 -0.5180 -4.0777 -0.09 -0.09 0.08 1.17
C -1.1908 -1.5277 -3.3585 0.08 0.07 -0.04 -0.88
C 0.4886 0.3346 -3.3047 0.05 0.22 0.01 -0.61
N 0.5285 0.2333 -1.9481 -0.17 -0.27 -0.06 -0.39
H 2.5082 3.0369 -3.9198 0.00 0.01 0.00 0.34
H 3.0273 1.6851 -2.9048 0.00 0.01 0.01 0.13
H 1.6401 2.6624 -2.4107 0.01 0.00 0.01 0.08
H 1.7554 2.1392 -5.9173 0.00 0.00 -0.01 0.36
H 0.3020 0.6047 -7.2230 0.01 0.01 0.00 0.36
H -1.0450 -1.0876 -6.0104 0.00 0.00 0.00 0.34
H -1.7940 -2.1077 -4.0589 -0.02 -0.02 0.02 0.34
H -1.8561 -1.0293 -2.6458 -0.02 -0.01 0.00 0.10
H -0.5689 -2.2146 -2.7736 -0.02 -0.02 0.00 0.17
F -6.5795 -1.5664 0.6391 0.00 0.00 0.01 -0.38
C -5.2464 -1.8260 0.6555 0.02 -0.01 -0.02 0.53
C -4.5533 -1.7319 1.8412 -0.02 -0.02 0.00 -0.34
C -3.1838 -1.9918 1.8387 0.03 -0.04 0.02 -0.68
C -2.4863 -2.3456 0.6704 0.11 0.12 -0.09 0.62
C -1.0243 -2.5047 0.6544 -0.09 0.05 0.10 -0.95
C -3.2556 -2.4572 -0.5034 -0.06 0.05 0.06 -0.40
C -4.6143 -2.1980 -0.5180 -0.03 0.02 0.01 -0.69
H -5.0809 -1.4786 2.7526 0.01 0.00 0.01 0.42
H -2.6389 -1.9413 2.7763 0.00 0.01 0.03 0.19
H -0.6994 -3.3389 0.0255 -0.03 0.04 -0.06 0.51
H -0.6810 -2.6925 1.6785 0.04 -0.06 -0.07 -0.32
H -2.7622 -2.7372 -1.4252 -0.01 -0.02 0.00 0.48
H -5.1913 -2.2788 -1.4303 0.00 0.00 0.00 0.44
```
Forces are in eV/Å.

Results
ΔE to the lowest compared entry with this formula, charge and spin (kJ/mol): 209.5
HOMO-LUMO gap (eV): 5.3708
Lowest unoccupied orbital energy (eV): -0.1764